The following is a DFT calculation (ωB97M-V/def2-TZVPD) of 2 unconnected molecules or ions with the total composition CH3FO2S in a non-equilibrium geometry.

Geometry as XYZ:
```
8
Properties=species:S:1:pos:R:3
C -0.4538 -0.4293 0.2858
O 0.3971 2.0543 -0.3026
O -1.8093 1.3173 -1.1161
F -0.8471 -1.4595 -0.4772
S -0.4493 1.0194 -0.8031
H 0.9316 -0.8162 0.7983
H -1.0922 -0.3247 1.1588
H 0.1389 0.4862 -1.9517
```

ΔE to the lowest compared entry with this formula, charge and spin, kcal/mol: 54.5
LUMO level, eV: 0.38
DFT total energy, a.u.: -688.31995

=====

The following is a DFT calculation (ωB97M-V/def2-TZVPD) of C2H6N4O in the gas phase in a non-equilibrium geometry.

Geometry as XYZ:
```
13
Properties=species:S:1:pos:R:3
N 0.6356 1.6248 1.5841
C 0.3959 0.6936 0.6034
N 0.1848 0.9256 -0.7996
N 0.2283 -0.5081 -0.9921
N -1.2889 -1.1296 -1.3541
C 0.3361 -0.6472 0.4306
O 0.0708 -1.7638 1.1336
H 0.7522 1.1987 2.4915
H 1.3458 2.3156 1.3775
H 0.9145 1.4042 -1.3292
H -1.1197 -1.5965 -2.2434
H -1.8258 -0.2854 -1.5508
H -0.6295 -2.2317 0.6485
```

ΔE to the lowest compared entry with this formula, charge and spin, kcal/mol: 111.1
Structure (SMILES): Nc1[nH]n(N)c1O
LUMO level, eV: 0.92
DFT total energy, a.u.: -373.93330

=====

The following is a DFT calculation (ωB97M-V/def2-TZVPD) of 5 unconnected molecules or ions with the total composition C3H15NO4 in a non-equilibrium geometry.

Geometry as XYZ:
```
23
Properties=species:S:1:pos:R:3
C -2.2924 -0.4337 -0.6016
C -2.0035 0.6121 0.1489
C -0.7037 1.4032 0.2765
N -0.2918 2.0763 -0.9262
H -3.2668 -0.8939 -0.6873
H -1.6154 -0.8902 -1.3185
H -2.7767 0.9368 0.8453
H -0.8692 1.9847 1.1877
H 0.0524 0.6884 0.6109
H -1.0465 2.4099 -1.5060
H 0.3268 1.5130 -1.4872
O 1.8751 -0.1934 -1.8398
H 2.5463 -0.8802 -1.7352
H 1.2190 -0.6884 -2.3456
O 0.3064 -3.1812 -0.6573
H 0.5514 -2.6112 0.1012
H 0.0609 -2.5478 -1.3349
O 0.8457 -1.5021 1.4243
H 1.5896 -0.9125 1.2686
H 0.5649 -1.1901 2.2912
O 1.4687 1.1810 2.0916
H 2.0147 1.3669 2.8517
H 1.4442 1.7525 1.3417
```

ΔE to the lowest compared entry with this formula, charge and spin, kcal/mol: 44.5
Structure (SMILES): C=CCN.O.O.O.O
LUMO level, eV: 0.37
DFT total energy, a.u.: -478.95793

=====

The following is a DFT calculation (ωB97M-V/def2-TZVPD) of 3 unconnected molecules or ions with the total composition C5H9NO.

Geometry as XYZ:
```
16
Properties=species:S:1:pos:R:3
C 1.0041 0.1515 -1.8020
N 0.6206 0.1229 -0.5317
C 1.1597 -0.3702 0.5942
C -0.2133 -0.8145 0.2086
C -1.4903 -0.2823 0.8018
O -2.4005 -1.0495 1.0318
C -1.5658 1.1921 1.1289
H 2.1117 -1.3327 -1.2880
H 1.8583 0.7741 -2.0492
H 0.2454 -0.0201 -2.5592
H 2.1367 -1.3557 -0.4343
H 1.5726 0.1400 1.4539
H -0.3057 -1.8270 -0.1963
H -2.5753 1.4253 1.4703
H -0.8466 1.4449 1.9158
H -1.3115 1.8012 0.2555
```

ΔE to the lowest compared entry with this formula, charge and spin, kcal/mol: 136.1
LUMO level, eV: 0.61
DFT total energy, a.u.: -325.72065

=====

The following is a DFT calculation (ωB97M-V/def2-TZVPD) of a molecular structure, C5H10O2.

Geometry as XYZ:
```
17
Properties=species:S:1:pos:R:3
C 1.9750 1.7384 -0.3560
O 1.5131 1.1226 0.8259
C -0.3028 -0.7617 -0.3000
C -0.3300 -1.6307 0.9437
O -1.7343 -1.9309 0.7463
C -1.7192 -1.2044 -0.4772
C -1.4362 0.2414 -0.2252
H 2.9855 1.3653 -0.5455
H 1.3540 1.4930 -1.2312
H 2.0122 2.8325 -0.2604
H 0.5139 -0.6880 -1.0074
H -0.1268 -1.1530 1.9096
H 0.2743 -2.5395 0.8538
H -2.2586 -1.6058 -1.3304
H -1.5252 0.9109 -1.0779
H -1.7426 0.6660 0.7303
H 0.5481 1.1444 0.8016
```

ΔE to the lowest compared entry with this formula, charge and spin, kcal/mol: 88.9
LUMO level, eV: 0.94
DFT total energy, a.u.: -346.88382

=====

The following is a DFT calculation (ωB97M-V/def2-TZVPD) of C3H8ClOP in the gas phase in a non-equilibrium geometry.

Geometry as XYZ:
```
14
Properties=species:S:1:pos:R:3
C 1.1264 1.0497 -0.3715
C 0.1098 -0.0124 -0.5581
C -1.3280 0.4920 -0.6620
Cl -2.2660 -0.9837 -1.0553
O 0.1966 -1.0486 0.8730
P -0.6758 -2.4095 0.8668
H 1.6743 0.6918 0.4380
H 1.7114 1.1289 -1.1526
H 0.5033 1.9396 -0.0811
H 0.5373 -0.7119 -1.3412
H -1.5266 1.1200 -1.5839
H -1.4503 0.9078 0.2965
H 0.1816 -2.9956 1.7287
H -1.8740 -2.0228 1.5676
```

ΔE to the lowest compared entry with this formula, charge and spin, kcal/mol: 25.5
Structure (SMILES): C[C@H](CCl)OP
LUMO level, eV: 0.83
DFT total energy, a.u.: -995.78691

=====

- Number 2 is which compound?
  C2H6N4O